No. 1
ORCA calculation (ωB97M-V/def2-TZVPD) on a cluster of 9 separate species, C74H158N8O10 in total.

As for the HOMO energy: -7.9 eV. As for the SMILES: CC1(C)CCCC(C)(C)N1O.CC1(C)CCCC(C)(C)N1O.CC1(C)CCCC(C)(C)N1O.CC1(C)CCCC(C)(C)N1O.CC1(C)CCCC(C)(C)N1O.CC1(C)CCCC(C)(C)N1O.CC1(C)CCCC(C)(C)N1O.CC1(C)CCCC(C)(C)N1O.OCCO. As for the spin multiplicity: 1. For the LUMO energy, the calculation gives 0.25 eV. The value obtained for the frontier orbital gap is 8.2 eV. The value obtained for the total energy is -111678.811 eV.

CARTESIAN COORDINATES (ANGSTROEM)
H1 1.45 -11.84 -11.16
C1 3.66 -11.83 -5.77
H2 5.04 -11.87 -9.78
H3 13.12 -3.68 4.47
H4 9.97 -5.04 1.72
H5 2.74 -25.97 -5.36
H6 15.17 -18.17 11.36
C2 3.07 -22.76 15.88
H7 8.63 -17.19 -9.76
H8 5.53 -15.51 2.17
N1 12.69 -6.52 2.83
H9 6.45 -19.88 1.79
H10 11.72 -8.58 4.07
H11 3.51 -19.56 4.37
C3 9.44 -17.76 -5.75
H12 11.40 -15.52 -7.63
C4 13.31 -17.25 14.78
H13 5.46 -21.88 12.10
C5 10.38 -23.78 8.33
H14 10.91 -25.09 6.72
H15 11.23 -8.33 0.49
C6 0.60 -10.85 2.27
C7 1.95 -14.29 -8.44
H16 16.65 -19.65 12.50
H17 3.27 -24.33 11.30
N2 5.85 -18.27 4.82
H18 -0.59 -26.59 -6.08
C8 12.20 -17.57 15.82
C9 5.43 -18.79 3.47
H19 -0.80 -7.57 3.24
H20 0.89 -14.02 -8.51
H21 -2.04 -7.10 2.13
C10 9.68 -16.94 -9.63
C11 12.57 -4.99 2.92
H22 -0.68 -6.20 2.25
C12 2.97 -24.80 -3.54
C13 -0.90 -10.66 1.87
H23 3.51 -19.68 2.74
H24 11.27 -19.02 -9.05
C14 8.05 -17.93 -5.08
H25 12.71 -17.86 16.74
H26 16.80 -19.88 14.18
H27 5.45 -16.21 6.65
H28 0.61 -11.71 -9.66
H29 10.81 -9.30 2.80
C15 12.80 -4.31 1.59
C16 10.59 -18.83 -8.22
C17 9.93 -19.25 -5.87
C18 2.56 -23.44 -3.99
H30 5.42 -21.45 15.80
H31 7.43 -18.41 -5.84
C19 3.53 -22.58 12.51
H32 2.26 -13.84 -10.57
C20 -0.37 -8.20 1.10
C21 0.83 -21.76 -4.60
H33 2.50 -9.89 -8.06
H34 3.57 -10.76 -5.57
H35 4.06 -20.38 14.35
C22 4.22 -19.75 3.56
H36 5.21 -15.59 4.48
C23 -1.29 -12.03 1.24
C24 2.68 -12.15 -6.96
C25 2.08 -22.11 12.66
C26 1.40 -9.56 2.48
H37 11.47 -16.77 15.99
H38 5.64 -20.04 13.86
H39 3.76 -14.03 -9.77
C27 11.10 -4.58 3.40
H40 11.64 -18.43 15.45
H41 11.86 -18.00 13.26
H42 9.79 -23.83 9.25
C28 1.31 -11.52 -6.68
H43 12.54 -3.25 1.65
H44 0.57 -23.98 -2.02
H45 1.62 -7.68 1.82
H46 6.95 -20.24 3.45
C29 3.72 -23.35 11.14
H47 7.16 -15.74 6.71
H48 7.00 -16.56 2.16
H49 5.06 -17.99 1.50
C30 10.06 -24.90 7.38
H50 -0.65 -12.29 0.39
H51 -0.02 -8.03 -1.03
H52 13.57 -5.23 4.88
C31 10.44 -17.00 -4.87
H53 4.03 -17.36 2.61
H54 -1.37 -7.04 -0.57
H55 5.75 -24.84 14.99
N3 3.92 -23.53 13.62
H56 8.52 -18.25 4.95
H57 12.19 -4.77 0.81
H58 14.49 -4.20 3.64
C32 5.36 -21.95 14.84
H59 0.90 -11.90 -5.75
H60 3.59 -14.24 -7.18
H61 2.02 -21.49 13.55
H62 4.25 -10.73 -10.76
C33 6.63 -19.44 2.78
C34 4.97 -24.34 15.56
H63 14.71 -19.77 15.99
O1 -2.30 -9.33 0.42
H64 10.29 -17.37 -10.43
H65 -1.57 -9.72 3.72
H66 7.61 -17.00 -4.73
H67 11.45 -17.40 -4.88
H68 14.42 -15.49 14.18
H69 1.19 -11.53 1.65
H70 3.42 -25.31 13.32
C35 13.45 -17.04 12.20
H71 1.43 -10.46 -6.46
H72 -1.83 -11.52 3.63
C36 1.10 -8.55 1.41
C37 8.18 -17.22 4.88
H73 13.14 -15.25 15.23
N4 0.52 -24.30 -4.92
C38 1.05 -23.20 -4.01
H74 1.10 -9.10 3.42
H75 3.27 -22.91 10.25
H76 11.43 -20.42 -7.09
C39 2.30 -25.90 -4.37
C40 11.60 -16.56 -7.91
H77 10.65 -26.19 8.68
H78 10.33 -19.49 -4.89
O2 6.22 -19.25 5.69
C41 6.74 -17.08 5.05
O3 9.83 -26.07 8.19
H79 6.63 -17.24 7.37
H80 17.42 -17.37 13.23
C42 5.09 -17.58 2.51
O4 -0.73 -24.04 -5.31
H81 4.03 -24.95 -3.70
C43 -0.39 -7.39 -0.23
C44 6.02 -16.37 2.62
H82 10.36 -15.93 -5.09
C45 2.90 -12.06 -9.52
H83 9.53 -7.14 2.16
N5 -1.03 -9.46 0.93
H84 2.41 -26.80 -3.75
H85 10.14 -17.08 -3.83
C46 6.18 -15.91 4.09
H86 13.93 -16.07 12.25
H87 0.31 -26.00 -2.34
H88 11.04 -3.53 3.10
H89 4.26 -25.12 15.82
C47 16.05 -19.70 13.40
H90 -1.09 -12.83 1.95
H91 4.75 -23.56 10.89
H92 -1.22 -24.40 -4.56
H93 -2.25 -12.05 0.72
H94 9.10 -19.93 -6.08
H95 4.57 -20.77 3.69
H96 15.44 -20.61 13.38
H97 4.26 -12.41 -11.26
H98 3.16 -12.26 -4.90
O5 2.98 -24.56 13.73
O6 8.61 -16.06 -7.13
H99 2.71 -24.93 -2.49
H100 0.70 -11.66 -7.57
O7 13.96 -6.91 2.49
H101 2.81 -21.70 16.01
H102 9.21 -24.74 6.73
C48 9.95 -5.34 2.76
C49 6.47 -16.56 6.53
H103 9.85 -7.14 3.91
H104 12.86 -17.17 11.29
H105 16.69 -17.14 14.70
C50 13.54 -4.58 4.01
H106 16.22 -16.21 13.22
H107 2.47 -9.73 2.47
H108 10.89 -4.55 4.47
H109 1.66 -8.63 0.48
C51 -1.87 -10.57 3.10
H110 9.80 -15.87 -9.79
C52 4.15 -11.75 -10.40
C53 2.75 -13.65 -9.61
H111 5.84 -18.96 6.52
H112 8.82 -16.64 5.55
H113 6.35 -22.27 14.52
H114 -2.17 -9.66 -0.47
H115 0.92 -26.15 -6.80
C54 11.59 -7.39 2.39
C55 2.63 -13.72 -7.17
H116 -0.74 -23.07 -2.99
H117 0.27 -6.52 -0.13
H118 9.79 -19.50 -8.54
O8 14.90 -18.83 15.96
H119 8.09 -18.62 -4.24
H120 12.55 -9.23 2.58
C56 15.32 -18.33 13.58
C57 16.43 -17.19 13.65
H121 11.21 -6.56 0.37
H122 5.41 -23.93 16.47
H123 2.91 -23.26 -5.01
H124 -0.43 -27.29 -3.53
H125 -2.94 -10.44 2.96
H126 1.80 -15.37 -8.57
C58 11.09 -19.41 -6.86
H127 4.68 -12.20 -5.81
H128 -1.05 -25.78 -3.27
H129 12.75 -7.39 0.43
N6 9.26 -17.24 -7.10
H130 11.98 -16.26 13.46
H131 4.15 -20.62 11.86
H132 11.66 -23.92 9.79
N7 3.27 -11.59 -8.14
H133 2.14 -23.15 15.47
C59 4.92 -20.86 13.89
H134 14.74 -15.98 15.85
H135 1.23 -22.79 12.75
H136 12.27 -16.56 -8.77
C60 10.28 -17.34 -8.18
O9 3.42 -10.15 -8.06
H137 0.58 -11.36 3.23
O10 11.72 -23.91 8.83
C61 1.57 -11.51 -10.13
C62 11.73 -7.41 0.80
C63 -0.97 -7.25 2.21
C64 0.30 -23.15 -2.67
H138 1.28 -21.68 -5.59
H139 1.08 -21.03 -3.83
H140 0.70 -27.61 -5.79
H141 3.16 -23.18 16.88
C65 11.69 -8.69 2.98
C66 -0.08 -26.28 -3.32
C67 4.55 -21.42 12.49
C68 0.48 -26.55 -5.88
H142 3.05 -22.59 -3.52
H143 2.05 -14.05 -6.31
C69 10.22 -6.82 2.94
C70 13.98 -15.92 15.07
C71 0.75 -25.72 -4.57
C72 4.30 -23.12 14.93
C73 14.51 -18.20 12.23
H144 10.41 -22.79 7.88
H145 8.94 -5.00 3.02
H146 1.87 -21.52 11.76
H147 7.46 -18.75 2.65
H148 6.85 -15.05 4.17
H149 12.02 -18.90 -6.61
C74 12.56 -17.18 13.43
H150 1.57 -10.42 -10.06
H151 -0.24 -21.61 -4.79
N8 14.32 -18.41 14.72
H152 8.42 -17.12 3.82
H153 12.15 -16.90 -7.03
H154 13.83 -4.28 1.25
H155 0.36 -22.20 -2.14
H156 14.05 -6.81 1.54
H157 13.87 -19.07 12.14
H158 7.79 -16.20 -7.61

Atom charges from the Löwdin analysis, given in e for atoms 1 to 5: atom 1 (H): 0.083, atom 2 (C): -0.020, atom 3 (H): 0.085, atom 4 (H): 0.073, atom 5 (H): 0.099

No. 2
ORCA calculation (ωB97M-V/def2-TZVPD) on the molecule C3H8Si.

As for the HOMO energy: -7.3 eV. As for the SMILES: C=[Si](C)C. As for the spin multiplicity: 1. For the LUMO energy, the calculation gives 0.62 eV. The value obtained for the frontier orbital gap is 7.9 eV. The value obtained for the total energy is -11116.074 eV.

CARTESIAN COORDINATES (ANGSTROEM)
C1 0.88 1.55 0.19
C2 -1.52 -0.02 -1.32
H1 1.21 -1.49 1.18
C3 0.21 -1.50 0.83
H2 0.55 2.48 -0.26
H3 -0.58 -1.44 1.59
H4 -1.27 0.48 -2.17
H5 1.93 1.29 -0.04
H6 0.04 -2.41 0.18
Si1 -0.10 0.05 -0.11
H7 0.82 1.81 1.25
H8 -2.19 -0.81 -1.32

Atom charges from the Löwdin analysis, given in e for atoms 1 to 5: atom 1 (C): -0.236, atom 2 (C): -0.182, atom 3 (H): 0.004, atom 4 (C): -0.235, atom 5 (H): 0.026

No. 3
ORCA calculation (ωB97M-V/def2-TZVPD) on the molecule C3H4N4S.

As for the HOMO energy: -8.3 eV. As for the SMILES: S/N=c1/nccn[nH]1. As for the spin multiplicity: 1. For the LUMO energy, the calculation gives -0.17 eV. The value obtained for the frontier orbital gap is 8.1 eV. The value obtained for the total energy is -19969.641 eV.

CARTESIAN COORDINATES (ANGSTROEM)
S1 -0.50 -0.58 -2.43
H1 -1.60 0.38 -0.41
C1 1.06 0.29 2.07
N1 -1.17 0.83 1.48
N2 1.39 -0.16 0.92
H2 0.27 -1.12 -3.37
H3 -0.52 1.20 3.36
C2 0.41 -0.16 -0.09
H4 1.84 0.29 2.84
N3 -0.84 0.36 0.28
C3 -0.26 0.81 2.38
N4 0.72 -0.61 -1.23

Atom charges from the Löwdin analysis, given in e for atoms 1 to 5: atom 1 (S): 0.710, atom 2 (H): 0.105, atom 3 (C): -0.114, atom 4 (N): 0.054, atom 5 (N): 0.137

No. 4
ORCA calculation (ωB97M-V/def2-TZVPD) on a structure of composition C3H6BrHfO3.

As for the HOMO energy: -19.3 eV. As for the spin multiplicity: 1. For the LUMO energy, the calculation gives -17.67 eV. The total charge is +3. The value obtained for the frontier orbital gap is 1.6 eV. The value obtained for the total energy is -80656.600 eV.

CARTESIAN COORDINATES (ANGSTROEM)
O1 -0.01 -0.37 0.01
C1 2.08 1.59 1.98
H1 2.57 1.28 2.91
Hf1 -5.88 -4.39 -1.35
H2 2.88 1.75 1.25
Br1 -3.89 -2.60 -2.09
O2 1.56 1.07 -0.65
O3 1.11 0.68 1.53
H3 1.62 2.57 2.21
H4 -0.02 -1.18 -1.87
C2 -0.63 -0.50 -1.26
H5 -0.70 0.45 -1.79
H6 -1.64 -0.88 -1.10
C3 0.96 0.51 0.22

Atom charges from the Löwdin analysis, given in e for atoms 1 to 5: atom 1 (O): 0.110, atom 2 (C): 0.084, atom 3 (H): 0.162, atom 4 (Hf): 1.800, atom 5 (H): 0.138

No. 5
ORCA calculation (ωB97M-V/def2-TZVPD) on the molecule C3H4N2O3.

As for the HOMO energy: -11.4 eV. As for the SMILES: N#C[C@@H](CO)[N+](=O)[O-]. As for the spin multiplicity: 1. For the LUMO energy, the calculation gives -0.30 eV. The value obtained for the frontier orbital gap is 11.1 eV. The value obtained for the total energy is -12293.679 eV.

CARTESIAN COORDINATES (ANGSTROEM)
O1 1.18 0.18 -2.12
O2 -0.29 -1.93 1.01
C1 0.47 0.38 0.12
N1 0.23 2.86 0.22
H1 0.30 -2.14 0.25
N2 0.18 0.23 -1.48
H2 -0.67 -0.22 2.06
C2 -0.63 -0.50 0.95
H3 -1.61 -0.58 0.44
C3 0.28 1.73 0.21
O3 -0.95 0.00 -1.78
H4 1.51 -0.01 0.12

Atom charges from the Löwdin analysis, given in e for atoms 1 to 5: atom 1 (O): 0.116, atom 2 (O): -0.097, atom 3 (C): -0.126, atom 4 (N): 0.217, atom 5 (H): 0.088

No. 6
ORCA calculation (ωB97M-V/def2-TZVPD) on a cluster of 17 separate species, C26H31BCl48N2O8P in total.

As for the HOMO energy: -11.7 eV. As for the spin multiplicity: 1. For the LUMO energy, the calculation gives -4.74 eV. The total charge is +1. The value obtained for the frontier orbital gap is 7.0 eV. The value obtained for the total energy is -657861.646 eV.

CARTESIAN COORDINATES (ANGSTROEM)
C1 0.07 1.49 -5.02
Cl1 1.20 4.18 1.53
O1 -1.54 0.38 -3.26
Cl2 -5.71 6.99 -4.11
C2 -3.62 -4.33 8.53
Cl3 10.28 1.58 -1.75
Cl4 -5.98 -10.60 9.83
C3 5.50 -0.91 -0.03
Cl5 0.47 -8.66 11.73
Cl6 5.70 7.97 -1.90
C4 -2.56 6.08 -1.41
Cl7 -12.66 -13.42 7.19
Cl8 -9.41 -8.97 12.81
H1 -2.64 4.60 -7.76
H2 4.62 8.86 -7.41
Cl9 -13.61 -10.76 6.52
Cl10 0.99 6.85 7.73
O2 -1.59 3.97 -6.13
H3 0.71 7.36 5.46
O3 -2.76 2.58 -7.63
Cl11 -0.91 -10.18 9.67
H4 -2.11 2.76 -2.95
H5 4.42 3.39 -2.22
Cl12 6.76 7.96 -7.19
H6 -0.03 5.90 -4.17
Cl13 4.39 -1.20 1.31
C5 0.19 4.83 2.81
O4 -1.16 2.71 -3.16
C6 -5.25 6.64 -5.78
H7 0.21 2.46 -5.51
Cl14 -3.26 4.72 -2.31
Cl15 4.35 6.64 -8.10
H8 6.39 -1.51 0.12
N1 0.21 -1.44 -7.34
N2 1.86 -1.47 -4.17
H9 10.30 3.83 -2.40
C7 -12.26 -11.71 7.15
Cl16 4.51 7.70 -5.38
C8 6.18 6.35 -2.40
Cl17 8.60 2.90 -3.72
Cl18 5.99 0.79 -0.06
Cl19 -3.84 5.57 -5.83
P1 2.16 -0.93 -5.57
Cl20 -0.25 -7.39 9.23
C9 0.53 -0.58 -6.40
C10 -1.99 3.78 -7.48
Cl21 2.50 -9.62 4.69
H10 -12.06 -11.38 8.16
Cl22 4.07 1.23 -3.03
H11 -1.07 -2.08 -8.84
Cl23 4.67 3.62 -4.55
C11 1.07 7.91 6.32
H12 1.21 -9.18 9.57
Cl24 -3.23 -2.88 7.60
O5 2.92 -2.06 -6.48
Cl25 -10.81 -11.43 6.17
Cl26 3.97 -4.84 4.38
Cl27 2.22 3.47 -2.99
Cl28 -0.89 6.36 -1.90
H13 -1.12 3.71 -8.15
C12 5.01 7.91 -7.07
Cl29 2.74 8.38 6.00
Cl30 -3.89 -3.93 10.22
H14 0.83 -2.22 -7.56
H15 -3.87 -9.57 9.71
Cl31 11.47 2.76 -4.12
Cl32 -10.78 -10.51 10.76
H16 2.70 1.11 -6.04
O6 -3.24 1.63 -5.72
Cl33 -2.65 5.78 0.32
H17 -2.45 0.33 -3.56
Cl34 0.20 6.60 2.78
C13 3.91 2.98 -3.08
C14 0.25 5.12 -4.87
H18 -3.13 6.97 -1.64
B1 -0.91 1.50 -3.76
H19 1.22 5.42 -5.29
Cl35 0.05 9.33 6.54
C15 -0.89 -1.35 -8.06
Cl36 -10.16 -7.71 10.31
C16 -2.54 1.65 -6.66
C17 -9.63 -9.21 11.07
O7 3.11 0.36 -5.58
Cl37 -4.61 -9.05 11.87
C18 -1.74 -0.35 -7.81
C19 3.31 -8.28 5.52
C20 0.26 -8.89 9.99
H20 5.66 6.11 -3.32
Cl38 -5.37 -7.80 9.37
H21 -0.83 4.50 2.65
C21 -0.29 0.48 -6.09
H22 1.07 1.20 -4.65
H23 3.15 -1.62 -7.32
C22 4.57 -3.22 4.73
H24 2.80 -7.36 5.26
Cl39 -4.92 8.14 -6.66
C23 10.18 2.89 -2.93
H25 -6.08 6.14 -6.27
Cl40 4.76 -1.38 -1.56
Cl41 6.33 -3.22 4.85
H26 0.40 4.19 -4.32
C24 -1.47 0.59 -6.82
H27 -2.65 -0.24 -8.40
Cl42 3.21 -8.49 7.27
H28 4.28 -2.56 3.92
Cl43 0.71 4.24 4.39
H29 -8.67 -9.49 10.64
Cl44 -2.33 -5.53 8.37
C25 -4.83 -9.29 10.14
H30 -4.53 -4.75 8.12
Cl45 4.99 -8.16 5.00
H31 2.23 -2.42 -4.12
Cl46 7.91 6.28 -2.73
Cl47 5.76 5.15 -1.16
Cl48 3.85 -2.60 6.22
O8 -0.70 5.87 -6.85
C26 -0.70 5.02 -6.03

Atom charges from the Löwdin analysis, given in e for atoms 1 to 5: atom 1 (C): -0.009, atom 2 (Cl): 0.519, atom 3 (O): 0.172, atom 4 (Cl): 0.534, atom 5 (C): -1.550

Which of these has the lowest frontier orbital gap? C3H6BrHfO3